56
Properties=species:S:1:pos:R:3:mulliken_charge:R:1 method="wB97M-V/def2-TZVPD" charge=-1 gap_ev=6.58
N 0.3202 5.2227 0.6010 -0.41
C -0.3731 4.4104 -0.3930 -0.97
C 0.3116 3.0525 -0.5836 0.15
O -0.5519 2.1646 -1.3132 -0.50
C 0.7395 2.3760 0.7083 -0.82
Al -0.7170 2.2301 2.0852 -0.17
F -1.6836 3.6429 2.2775 -0.43
B -1.9537 0.5276 1.6350 0.48
O -3.0081 0.0914 2.4461 -0.71
O -1.6937 -0.2564 0.5153 -0.41
P 0.4417 1.9416 4.1881 0.64
O -0.1503 2.8174 5.4257 -0.51
O 1.9370 2.6429 4.1284 -0.54
S 0.6103 0.0403 4.6309 -0.47
H -0.3077 5.8144 1.1223 0.19
H 1.0626 5.7695 0.1895 0.19
H -1.3971 4.2197 -0.0739 0.42
H -0.4183 4.9169 -1.3681 0.34
H 1.2034 3.2481 -1.2069 0.31
H -0.2919 2.2109 -2.2389 0.34
H 1.6696 2.8098 1.0831 0.50
H 0.9810 1.3415 0.4274 0.38
H -3.5907 0.8356 2.6195 0.26
H -1.4581 0.3430 -0.2087 0.20
H 0.5652 3.1995 5.9502 0.29
H 2.4108 2.2260 3.3982 0.32
C -2.1112 -2.9792 1.6872 -0.37
C -2.7198 -4.2696 2.2517 -0.78
C -1.5594 -5.2168 2.5746 -0.68
S -0.1448 -4.1588 2.9484 1.23
O 0.8634 -4.3907 1.9389 -0.70
O 0.1876 -4.2947 4.3444 -0.70
C -0.9693 -2.6063 2.6244 -0.54
H -2.8371 -2.1714 1.6275 0.27
H -1.7243 -3.1564 0.6810 0.29
H -3.2750 -4.0408 3.1639 0.31
H -3.4164 -4.7300 1.5504 0.37
H -1.7488 -5.8484 3.4392 0.37
H -1.2848 -5.8325 1.7198 0.34
H -0.2579 -1.9039 2.1975 0.31
H -1.3386 -2.2199 3.5740 0.32
C 3.0936 -0.8346 -4.4967 -0.58
C 2.1404 -1.9341 -4.9857 -0.59
C 0.7099 -1.4366 -4.7469 -0.68
S 0.7855 0.3583 -4.8328 1.04
O 0.4702 0.8818 -3.5282 -0.56
O 0.0978 0.8299 -6.0074 -0.71
C 2.5564 0.4724 -5.0706 -0.72
H 4.1194 -1.0151 -4.8147 0.36
H 3.0819 -0.7916 -3.4058 0.29
H 2.2990 -2.1083 -6.0521 0.29
H 2.3144 -2.8766 -4.4692 0.33
H 0.0055 -1.7835 -5.4985 0.34
H 0.3482 -1.6932 -3.7529 0.36
H 2.9206 1.3629 -4.5637 0.40
H 2.7359 0.5486 -6.1429 0.34

9
Properties=species:S:1:pos:R:3:mulliken_charge:R:1 method="wB97M-V/def2-TZVPD" de_lowest_ev=3.2393 gap_ev=10.34
N 1.5563 -1.4773 1.9712 -0.34
C 0.8868 -0.7994 1.3370 0.14
C 0.1077 -0.0768 0.3210 0.56
N -0.9843 0.4865 0.5477 -0.27
O -1.4961 0.7520 -0.6631 -0.23
C -0.3369 0.7252 -1.6975 -0.02
O 0.5748 0.0079 -0.9622 -0.33
H 0.0759 1.6348 -1.8675 0.26
H -0.6549 0.1283 -2.5257 0.21

11
Properties=species:S:1:pos:R:3:mulliken_charge:R:1 method="wB97M-V/def2-TZVPD" de_lowest_ev=4.4881 gap_ev=9.10
O -2.2735 -0.0324 1.6212 -0.25
C -1.3855 0.3448 1.0055 0.07
C -0.0344 -0.7872 0.2224 0.02
C 0.1596 -0.3121 -1.1951 -0.53
C 1.1163 -0.1623 -0.0841 -0.62
H -0.0571 1.7738 0.6717 0.03
H -0.2956 -1.7321 0.6836 0.39
H 0.3464 -1.0343 -1.9954 0.23
H -0.4286 0.5619 -1.5119 0.23
H 2.1757 -0.1625 0.1349 0.39
H 0.6767 1.5424 0.4471 0.04

9
Properties=species:S:1:pos:R:3:lowdin_spin:R:1 method="wB97M-V/def2-TZVPD" de_lowest_ev=1.0121 s_squared=2.0137 spin_multiplicity=3 gap_ev="8.17 / 6.94"
N -0.9749 -1.2027 0.1002 0.33
N 2.5898 -1.0782 0.1590 0.28
N 2.7691 0.1149 0.0693 0.06
O 3.7903 0.7467 0.0339 0.13
O 1.5608 0.9099 0.0034 0.04
S 0.7501 -1.7656 0.0779 1.13
H -1.2336 -0.8034 0.9940 0.02
H -1.1978 -0.5828 -0.6617 0.01
H 1.8028 1.8429 -0.1125 0.00

9
Properties=species:S:1:pos:R:3:mulliken_charge:R:1 method="wB97M-V/def2-TZVPD" de_lowest_ev=4.1376 gap_ev=8.23
C 0.9728 0.0090 -0.1857 -0.10
C 0.2902 1.0683 0.2784 -0.42
N -1.0217 0.6770 0.6395 -0.06
S -2.1567 0.0046 -0.5926 -0.21
N -0.9829 -0.6964 0.5792 -0.15
N 0.2059 -1.0749 0.0153 -0.11
H 1.9402 0.0749 -0.5410 0.45
H 0.4920 2.0255 -0.0098 0.36
H 0.2604 -2.0880 -0.1833 0.24

87
Properties=species:S:1:pos:R:3:mulliken_charge:R:1 method="wB97M-V/def2-TZVPD" charge=-1 de_lowest_ev=0.2565 gap_ev=6.78
Zn -1.1166 -0.9642 1.2471 2.53
C -4.1788 -3.5157 1.3497 -1.93
C -3.6153 -2.4914 0.3748 2.17
C -4.5938 -2.1539 -0.7313 -1.84
O -3.3470 -1.2649 1.0945 -0.60
C -2.3100 -3.0925 -0.2129 0.08
O -2.4131 -3.9828 -1.0446 -0.78
O -1.2113 -2.6374 0.2696 -0.74
H -5.1494 -3.1869 1.7294 0.39
H -3.4916 -3.6555 2.1887 0.37
H -4.2981 -4.4713 0.8395 0.43
H -5.6028 -2.0353 -0.3294 0.40
H -4.5836 -2.9460 -1.4767 0.39
H -4.2997 -1.2172 -1.2106 0.28
H -3.1397 -1.5008 2.0212 -0.02
Te 0.3385 3.1712 -0.3112 0.25
C 1.7354 3.9292 -1.7147 0.03
C 3.0795 3.5892 -1.6217 -0.08
C 3.9546 4.0529 -2.5899 -0.43
N 3.5879 4.8139 -3.6276 -0.66
C 2.2961 5.1266 -3.7086 -0.35
C 1.3400 4.7150 -2.7871 -0.28
C 0.8798 1.1424 -0.6406 -1.30
P -0.3813 0.1674 -1.5605 0.51
C -1.3756 1.3286 -2.5823 -0.06
C -0.9461 1.9162 -3.7689 -0.21
C -1.7695 2.7947 -4.4612 -0.72
C -3.0392 3.0912 -3.9828 -0.45
C -3.4838 2.5037 -2.8060 -0.76
C -2.6572 1.6265 -2.1176 -0.22
C 0.5989 -0.7005 -2.8518 0.72
C 0.1601 -1.9507 -3.2814 -0.69
C 0.8813 -2.6612 -4.2342 -0.63
C 2.0505 -2.1289 -4.7600 -0.62
C 2.5012 -0.8857 -4.3274 -0.75
C 1.7821 -0.1791 -3.3726 -0.16
P 0.9125 0.2854 0.9416 0.82
C 2.0400 1.2410 2.0284 0.73
C 1.5819 2.0197 3.0835 -0.21
C 2.4614 2.8048 3.8175 -0.78
C 3.8100 2.8234 3.4997 -0.50
C 4.2787 2.0488 2.4453 -0.51
C 3.3991 1.2628 1.7146 -0.73
C 1.8637 -1.2651 0.6711 0.43
C 1.7024 -2.3266 1.5614 -0.49
C 2.3958 -3.5118 1.3699 -0.63
C 3.2473 -3.6511 0.2817 -0.75
C 3.4115 -2.5995 -0.6104 -0.93
C 2.7242 -1.4088 -0.4134 -0.25
H 3.4332 2.9578 -0.8162 0.39
H 5.0102 3.8045 -2.5331 0.37
H 2.0045 5.7310 -4.5626 0.35
H 0.3000 4.9887 -2.9195 0.37
H 0.0418 1.6953 -4.1543 0.35
H -1.4172 3.2502 -5.3796 0.42
H -3.6833 3.7688 -4.5302 0.37
H -4.4749 2.7234 -2.4282 0.41
H -3.0040 1.1644 -1.1985 0.36
H -0.7389 -2.3755 -2.8463 0.26
H 0.5378 -3.6373 -4.5540 0.44
H 2.6190 -2.6861 -5.4952 0.37
H 3.4179 -0.4690 -4.7292 0.41
H 2.1468 0.7726 -2.9969 0.50
H 0.5348 2.0218 3.3315 0.53
H 2.0877 3.4083 4.6355 0.43
H 4.4950 3.4391 4.0708 0.36
H 5.3310 2.0560 2.1889 0.41
H 3.7726 0.6644 0.8920 0.32
H 1.0233 -2.2332 2.4052 0.21
H 2.2559 -4.3338 2.0607 0.44
H 3.7680 -4.5875 0.1193 0.35
H 4.0628 -2.7064 -1.4696 0.42
H 2.8293 -0.5891 -1.1171 0.67
C -2.9901 -1.9667 5.0288 -1.90
C -1.9386 -1.0911 4.3383 1.54
O -1.6128 -1.5818 3.1080 -1.06
C -2.5246 0.3454 4.2776 0.14
F -1.6401 1.2591 3.8622 -0.15
F -3.5421 0.3752 3.4028 -0.22
F -3.0130 0.7795 5.4503 -0.32
C -0.6537 -1.0973 5.2020 0.42
F -0.8257 -0.5454 6.4192 -0.31
F 0.3575 -0.4516 4.6140 -0.03
F -0.2480 -2.3607 5.4013 -0.30
H -3.9162 -1.9207 4.4541 0.37
H -3.1893 -1.6503 6.0521 0.44
H -2.6275 -2.9924 5.0242 0.42

Number 1: maximum force 0.814 eV/A. Number 2: maximum force 4.929 eV/A. Number 3: maximum force 1.279 eV/A. Number 4: maximum force 2.103 eV/A. Number 5: maximum force 2.557 eV/A. Number 6: maximum force 0.897 eV/A.